This record from the OMol25 dataset describes a 5-piece molecular cluster, C16H18ClF4O15P overall at a distorted geometry. The level of theory is ωB97M-V/def2-TZVPD.

XYZ file:
```
55
Properties=species:S:1:pos:R:3:forces:R:3:lowdin_charge:R:1
O 3.95122 -0.02843 -0.40288 -0.4 -1.0 0.2 0.1506
C 5.54232 -2.84267 2.82020 -0.7 0.5 -0.9 -0.0862
C -4.68170 0.32603 -6.81363 1.2 0.0 -3.3 -0.5007
H 0.77838 0.15160 -0.89189 0.2 -0.1 0.2 0.1222
C -5.14216 -0.54071 -4.81396 -0.1 -1.1 0.7 -0.0767
C -1.96372 5.44042 -0.93348 0.1 -2.2 -0.9 -0.1419
C 7.32356 -2.77372 4.15602 3.1 0.7 0.5 -0.5027
O -0.38912 2.10907 -1.32941 -4.3 7.6 -1.7 -0.0092
C -1.18064 5.60184 -2.36464 -1.2 -0.1 -0.1 -0.1625
C 3.41331 -1.15306 0.14716 1.0 -2.0 1.0 -0.4771
H 2.86217 0.27982 -2.11849 0.1 0.2 0.1 0.1810
O 2.04621 -1.10567 0.16332 1.4 -0.5 0.1 0.0793
H 1.50458 0.83196 0.58217 0.2 0.1 -0.2 0.1519
C -2.46560 3.86443 -1.10058 1.7 0.9 2.1 -0.3867
C -5.64286 0.86010 -4.90734 0.0 0.6 0.5 -0.3307
H -2.67484 3.32300 -0.08408 0.2 1.1 -1.7 0.1321
P -4.04807 3.53908 -2.11874 -1.1 -1.6 0.3 0.6879
H 0.79266 -5.70295 3.79783 -0.2 0.1 0.1 0.1475
F 3.06416 1.93832 -1.00299 0.1 0.1 -0.2 0.0837
C 5.16970 -3.22172 4.21274 -0.3 -0.4 0.1 -0.3321
H 4.84157 -2.12666 2.38241 0.5 -0.2 0.2 0.1105
H -5.88494 -1.22034 -4.38760 0.1 0.0 -0.2 0.1456
O 4.07028 -2.09086 0.56763 -1.6 2.1 -1.2 0.1184
H -1.79139 5.59047 -3.37396 0.7 0.4 2.4 0.1115
O -4.93215 1.39177 -6.00237 -0.3 -0.7 -0.3 0.1394
H -2.87896 6.12199 -0.67546 2.2 -1.0 -0.5 0.1240
C 1.11403 -3.70729 4.55347 0.6 0.5 -0.2 -0.3344
H 5.62370 -3.70742 2.15314 -0.2 0.0 0.2 0.1536
C 2.88152 0.60055 -1.07146 0.1 1.0 -0.3 -0.3264
H -6.71924 0.94059 -5.09292 0.1 0.1 0.1 0.1789
C 0.30727 -4.72351 3.81990 0.2 -1.1 -0.8 -0.0737
C 1.68612 0.18610 -0.28345 -1.4 0.3 -0.1 -0.0888
C -0.97599 -3.57013 5.22878 -2.9 0.7 1.7 -0.5015
O 6.40624 -3.54062 4.80953 0.2 0.7 -0.2 0.1394
H 4.68226 -2.42195 4.78044 -0.1 -0.2 0.0 0.1764
H -5.57420 4.31036 -0.69415 0.0 -1.6 0.1 0.0457
H -0.53496 6.58098 -2.33766 -0.6 -2.4 -0.1 0.1406
H 0.07847 -4.42151 2.79237 0.2 0.2 0.1 0.1502
O -0.44605 4.30287 -2.47080 -0.8 -1.5 2.7 -0.0972
C -1.02496 3.25393 -1.58956 2.3 -2.7 -1.0 -0.2417
F -5.31218 1.56512 -3.80223 -0.3 0.0 0.0 0.0000
O -0.88841 -4.76726 4.57249 -0.2 0.8 0.7 0.0752
F 1.92098 -3.02936 3.70677 0.3 0.2 0.0 0.0747
H -1.08577 5.31437 -0.16783 -1.9 1.1 -1.0 0.1354
F 4.39500 -4.32962 4.22007 -0.3 -0.3 0.3 0.0688
O -5.33756 3.35897 -0.91133 2.2 2.9 -1.6 -0.3797
O -4.33247 0.41983 -7.97858 -0.8 -0.3 2.9 0.1488
O 6.81942 -2.26174 2.99189 0.6 -0.3 1.1 0.0832
H 1.70170 -4.11441 5.38317 0.1 0.1 -0.1 0.1770
O 8.45419 -2.56355 4.56267 -2.7 -0.6 -1.0 0.1410
H -4.21716 -0.62215 -4.23333 -0.1 0.3 0.0 0.1497
Cl -4.63598 5.28496 -3.23340 0.5 -0.6 1.3 0.1626
O -4.87718 -0.86228 -6.16463 0.1 0.8 -0.6 0.0751
O 0.14423 -2.81458 5.05291 -0.4 -0.7 0.2 0.1418
O -1.93699 -3.22437 5.89571 2.3 -0.8 -1.7 0.1463
```
Positions in Å, forces in eV/Å.

Net charge   0
LUMO   -0.57 eV
SMILES   O=C1OCC[C@H]1P(O)Cl.O=C1OC[C@@H](F)O1.O=C1OC[C@@H](F)O1.O=C1OC[C@@H](F)O1.O=C1OC[C@@H](F)O1
Kohn-Sham gap   9.266 eV